# C7H12O

One molecule with the formula C7H12O in a non-equilibrium geometry (wB97M-V/def2-TZVPD, the OMol25 dataset).

Cartesian coordinates (Å):
C: -0.695 -1.411 -1.640
C: -0.466 -0.151 -1.285
C: -0.807 0.968 -2.301
O: -0.738 2.154 -2.113
C: -0.022 0.366 0.034
C: -1.238 0.670 0.909
C: 0.966 -0.676 0.738
C: 1.785 -0.012 1.835
H: -1.073 -1.653 -2.622
H: -0.491 -2.244 -0.990
H: -1.139 0.570 -3.286
H: 0.535 1.293 -0.132
H: -0.924 1.067 1.871
H: -1.869 1.412 0.425
H: -1.823 -0.232 1.073
H: 1.638 -1.096 -0.012
H: 0.372 -1.488 1.160
H: 2.388 0.796 1.425
H: 1.145 0.399 2.612
H: 2.456 -0.733 2.299

Structure (SMILES): C=C(C=O)[C@@H](C)CC
Calculated total energy, eV: -9500.3166
HOMO-LUMO gap, eV: 10.298
Energy above the lowest of the compared OMol25 structures with the same formula, charge and spin, kJ/mol: 48.4
F_max, eV/A: 2.11


# C7H12O

A 2-piece molecular cluster, C7H12O overall in a non-equilibrium geometry (wB97M-V/def2-TZVPD, the OMol25 dataset).

Cartesian coordinates (Å):
C: 1.652 1.899 -0.727
C: 1.404 1.115 0.316
C: 0.537 -0.050 0.493
C: -0.415 0.280 1.576
C: -1.745 0.373 1.508
C: 0.737 -1.216 -0.140
C: -0.213 -2.317 0.202
H: 1.129 1.966 -1.650
H: 2.512 2.587 -0.653
H: 1.935 1.471 1.258
H: 0.033 0.496 2.565
H: -2.393 0.282 2.369
H: -2.225 0.548 0.569
H: 1.287 -1.303 -1.066
H: -0.847 -2.716 -0.617
H: 0.173 -3.321 0.483
H: -0.863 -2.031 1.024
O: -1.109 0.486 -2.812
H: -1.380 0.608 -1.896
H: -0.209 0.842 -2.805

Structure (SMILES): C=CC(C=C)=CC.O
Calculated total energy, eV: -9498.1317
HOMO-LUMO gap, eV: 9.785
Energy above the lowest of the compared OMol25 structures with the same formula, charge and spin, kJ/mol: 259.2
F_max, eV/A: 2.35


# C7H12O

One molecule with the formula C7H12O in a non-equilibrium geometry (wB97M-V/def2-TZVPD, the OMol25 dataset).

Cartesian coordinates (Å):
C: -2.971 1.083 0.817
C: -2.412 1.063 -0.601
C: -1.152 0.293 -0.838
C: -0.278 -0.018 0.116
C: 0.869 -0.938 -0.094
C: 2.141 -0.582 0.030
C: 3.265 -1.564 -0.129
O: 2.455 0.639 0.545
H: -2.229 1.356 1.568
H: -3.382 0.122 1.126
H: -3.782 1.801 0.968
H: -3.213 0.725 -1.257
H: -2.335 2.129 -0.892
H: -1.028 -0.022 -1.874
H: -0.366 0.530 1.062
H: 0.547 -1.957 -0.213
H: 4.281 -1.217 0.050
H: 3.224 -2.078 -1.092
H: 3.124 -2.395 0.573
H: 3.242 1.029 0.134

Structure (SMILES): CC/C=C/C=C(/C)O
Calculated total energy, eV: -9499.5462
HOMO-LUMO gap, eV: 9.134
Energy above the lowest of the compared OMol25 structures with the same formula, charge and spin, kJ/mol: 122.8
F_max, eV/A: 1.59


# C7H12O

C7H12O as an isolated structure in a non-equilibrium geometry (wB97M-V/def2-TZVPD, the OMol25 dataset).

Cartesian coordinates (Å):
C: -0.176 0.744 0.072
C: -1.445 1.423 -0.437
C: -0.480 1.541 1.319
C: -0.362 -0.779 0.204
C: 1.122 1.187 -0.594
C: -0.398 -1.471 -1.158
C: 0.720 -1.387 1.094
O: -1.566 2.183 0.645
H: -2.322 0.976 -0.883
H: 0.182 2.197 1.867
H: -1.328 -0.936 0.698
H: 1.118 2.265 -0.725
H: 1.225 0.723 -1.572
H: 1.973 0.918 0.026
H: -1.142 -1.012 -1.810
H: 0.572 -1.412 -1.651
H: -0.651 -2.524 -1.032
H: 0.496 -2.436 1.280
H: 1.694 -1.338 0.612
H: 0.768 -0.862 2.045

Calculated total energy, eV: -9497.0287
HOMO-LUMO gap (alpha / beta), eV: 8.023 / 8.713
Energy above the lowest of the compared OMol25 structures with the same formula, charge and spin, kJ/mol: 365.7
F_max, eV/A: 1.90